Density functional theory data (wB97M-V/def2-TZVPD) for a gas-phase ion, C2H9N2 (charge +1).

The geometry in XYZ format:
```
13
Properties=species:S:1:pos:R:3:forces:R:3
N -1.259 0.023 -0.792 0.4 -0.4 0.2
C 0.167 0.228 -1.028 1.0 0.4 0.3
C 1.046 -0.157 0.239 -0.4 -0.7 -0.5
N 0.145 -0.084 1.432 -1.6 0.3 -0.6
H -1.592 -0.639 -1.480 -0.4 0.0 0.3
H -1.854 0.843 -0.817 0.3 0.1 -0.2
H 0.502 -0.371 -1.895 0.0 0.4 0.5
H 0.464 1.272 -1.191 -0.6 -0.2 -0.4
H 1.337 -1.199 0.239 0.2 -0.2 -0.4
H 1.949 0.462 0.243 -0.4 -0.1 0.6
H 0.186 -0.840 2.118 0.6 0.2 -0.1
H -0.818 -0.241 0.898 0.7 0.4 0.5
H 0.098 0.819 1.914 0.1 -0.2 -0.1
```
Forces are in eV/Å.

The largest force on an atom comes out at 1.76 eV/A. Its gap between HOMO and LUMO is 0.429 Eh. The electronic energy comes out at -5193.49281 eV. Its energy above the lowest of the compared OMol25 structures with the same formula, charge and spin is 10.6 kcal/mol. For the LUMO energy, the calculation gives -3.5 eV. The HOMO energy is -15.14 eV. As for the net charge: +1. As for the SMILES: NCC[NH3+].